A molecular structure, C2H4Cl2F8Mg2N4O16S8, computed with ωB97M-V with the def2-TZVPD basis set.

Structure (XYZ):
```
46
Properties=species:S:1:pos:R:3:forces:R:3:lowdin_charge:R:1
Mg -4.9854 30.9859 -2.3865 -0.519 -0.286 -0.530 1.23
Mg -9.7288 30.2391 -9.2705 0.280 -0.434 0.198 1.51
N -10.2359 26.6426 -10.4587 -4.426 -1.677 1.454 -0.21
S -9.4123 25.7125 -11.3270 8.618 -0.178 -3.775 0.36
O -9.8694 25.4188 -12.6456 -1.519 -1.274 0.528 -0.20
O -8.5008 24.8187 -10.6417 -1.397 0.891 -0.731 -0.22
F -8.5141 26.9379 -11.7263 2.156 1.238 -0.309 -0.22
S -11.3807 25.3683 -10.2819 -7.217 0.521 4.198 0.56
O -11.0119 24.0103 -10.0036 0.771 1.122 -1.212 -0.22
O -12.6522 25.6129 -10.9595 2.883 -0.013 0.007 -0.24
F -11.7488 25.8676 -8.8078 0.182 0.155 0.016 -0.20
N -8.1505 28.9280 -2.9531 -3.846 2.140 -1.262 -0.24
S -8.4761 27.4254 -3.0198 4.541 -8.487 2.739 0.43
O -8.8213 26.7747 -4.2698 -0.203 1.538 1.557 -0.24
O -8.9269 26.8606 -1.7422 -0.360 1.239 -2.310 -0.25
F -6.8858 27.0393 -2.8506 -0.185 0.063 -0.547 -0.26
S -9.8012 29.2380 -3.4091 -3.120 5.629 -2.578 0.58
O -10.8681 28.8471 -2.5286 1.647 -0.736 -0.607 -0.22
O -10.1147 29.2787 -4.8644 1.588 -0.420 3.229 -0.31
F -9.7041 30.8073 -3.0445 0.490 -0.474 -0.283 -0.22
N -16.4518 30.1381 -9.6575 1.556 4.796 0.820 -0.14
S -17.1036 30.3850 -8.2168 -3.463 -6.108 3.143 0.50
O -18.3963 31.0260 -8.1264 2.043 0.382 -0.283 -0.21
O -16.1898 30.2950 -7.0850 -0.528 1.819 -1.477 -0.23
F -17.5473 28.8262 -8.2484 -0.460 0.332 0.348 -0.22
S -15.6313 31.6761 -9.6201 0.614 1.651 -3.484 0.63
O -14.2245 31.4405 -9.3189 -1.901 0.622 -0.147 -0.31
O -16.3683 32.8836 -9.1659 2.033 -3.480 -0.549 -0.27
F -15.6893 31.8338 -11.2491 0.369 -0.041 1.631 -0.21
N -6.6631 32.2018 -8.2426 3.086 -3.341 0.273 -0.30
S -6.2678 33.6805 -8.1386 -2.529 8.772 0.040 0.42
O -5.8586 34.2796 -9.3949 0.303 -0.853 1.624 -0.28
O -5.7447 34.2034 -6.8579 -0.534 -1.390 -2.739 -0.30
F -7.7822 34.2278 -8.0630 -0.300 -0.378 0.145 -0.23
S -5.0144 31.7715 -7.9992 2.039 -4.937 1.253 0.58
O -4.7167 31.8282 -6.5846 0.093 0.178 -1.026 -0.34
O -4.0326 32.1362 -8.9956 -1.834 -0.131 1.314 -0.24
F -5.0453 30.1136 -8.1240 -0.944 1.559 -0.671 -0.24
Cl -13.0571 29.5945 6.6816 -0.321 0.512 0.593 0.54
C -11.5605 28.9837 5.9815 -0.875 -1.199 -0.342 -0.66
C -11.8968 28.4883 4.5626 0.440 -0.412 0.096 -0.59
Cl -13.2153 27.1576 4.4792 1.300 1.346 0.280 0.45
H -11.2485 28.1263 6.5778 -0.025 0.061 0.045 0.06
H -10.7907 29.7494 6.0778 -0.112 -0.001 -0.596 0.07
H -10.9906 28.0242 4.1733 -0.183 -0.103 -0.215 0.06
H -12.1946 29.3026 3.9021 -0.232 -0.210 0.143 0.06
```
Forces are in eV/Å.

Gap between HOMO and LUMO: 1.13 eV
E: -185190.552 eV
E_HOMO: -0.353 hartree
ΔE to the lowest compared entry with this formula, charge and spin: 17.611 eV